(1)
Computed, not measured: C33H41PtSb4Se4 as an isolated structure, with ωB97M-V with the def2-TZVPD basis set.

Atoms and positions in Å:
Pt (0.05, -0.12, 1.51)
Se (0.18, -3.46, 5.45)
Sb (-1.11, -1.62, 4.64)
Se (0.30, 0.36, 3.93)
Se (-1.55, -1.91, 2.13)
Se (-3.14, -0.89, 5.68)
C (2.66, -3.14, -0.03)
C (1.26, -3.72, 0.28)
C (0.18, -3.33, -0.73)
Sb (-0.38, -1.27, -0.73)
C (-2.44, -1.30, -1.26)
C (-3.11, -2.45, -1.68)
C (-4.46, -2.39, -2.02)
C (-5.14, -1.19, -1.95)
C (-4.49, -0.04, -1.53)
C (-3.14, -0.10, -1.18)
C (0.29, -0.70, -2.70)
C (-0.33, 0.37, -3.34)
C (0.10, 0.80, -4.59)
C (1.17, 0.17, -5.21)
C (1.79, -0.90, -4.58)
C (1.35, -1.33, -3.34)
Sb (3.53, -1.74, 1.39)
C (5.42, -1.70, 0.35)
C (5.60, -2.10, -0.97)
C (6.85, -2.01, -1.58)
C (7.94, -1.52, -0.88)
C (7.78, -1.13, 0.44)
C (6.53, -1.22, 1.05)
C (2.79, 0.04, 0.47)
C (2.09, 0.94, 1.32)
C (1.34, 1.98, 0.77)
C (1.37, 2.21, -0.62)
C (2.15, 1.41, -1.43)
C (2.83, 0.31, -0.88)
H (2.68, -2.71, -1.04)
H (3.40, -3.95, -0.04)
H (0.93, -3.47, 1.29)
H (1.32, -4.81, 0.26)
H (-0.74, -3.88, -0.50)
H (0.47, -3.60, -1.75)
H (-2.60, -3.40, -1.74)
H (-4.97, -3.29, -2.33)
H (-6.20, -1.15, -2.21)
H (-5.02, 0.90, -1.46)
H (-2.65, 0.79, -0.82)
H (-1.16, 0.89, -2.87)
H (-0.39, 1.63, -5.07)
H (1.51, 0.50, -6.18)
H (2.63, -1.40, -5.06)
H (1.87, -2.16, -2.86)
H (4.77, -2.50, -1.54)
H (6.96, -2.33, -2.61)
H (8.91, -1.45, -1.36)
H (8.63, -0.75, 1.00)
H (6.43, -0.91, 2.09)
H (2.31, 0.93, 2.38)
H (0.86, 2.70, 1.42)
H (0.80, 3.04, -1.03)
H (2.19, 1.60, -2.49)
H (3.38, -0.34, -1.55)
C (-2.54, 4.03, -0.31)
C (-3.54, 3.36, 0.63)
Sb (-2.60, 1.81, 1.86)
C (-4.42, 0.74, 2.28)
C (-5.42, 1.49, 3.15)
C (-2.51, 2.99, 3.66)
C (-1.35, 3.99, 3.61)
H (-3.01, 4.76, -0.98)
H (-2.03, 3.29, -0.93)
H (-1.76, 4.55, 0.25)
H (-4.34, 2.87, 0.06)
H (-4.02, 4.10, 1.28)
H (-4.12, -0.19, 2.76)
H (-4.85, 0.48, 1.31)
H (-5.02, 1.65, 4.15)
H (-6.35, 0.92, 3.27)
H (-5.68, 2.46, 2.73)
H (-2.38, 2.29, 4.49)
H (-3.47, 3.50, 3.80)
H (-0.40, 3.47, 3.49)
H (-1.29, 4.58, 4.52)
H (-1.46, 4.69, 2.77)

Computed properties:
- Multiplicity: 1
- Lowest unoccupied orbital energy: 1.83 eV
- Highest occupied orbital energy: -0.1593 Eh
- Net charge: -1
- DFT total energy: -325671.3383 eV

Mulliken population analysis, charges in e, atoms 1 to 8:
1 Pt 1.8300
2 Se -0.6495
3 Sb 0.7327
4 Se -0.5829
5 Se -0.8957
6 Se -0.6392
7 C -0.1053
8 C -0.7785

---

(2)
Computed, not measured: C33H43I2NP2Rh as an isolated structure, with ωB97M-V with the def2-TZVPD basis set.

Atoms and positions in Å:
Rh (-1.06, 0.63, 0.23)
C (-1.82, 3.90, -2.37)
C (-2.21, 2.54, -2.95)
C (-2.13, 2.57, -4.48)
P (-1.26, 1.20, -2.10)
C (0.36, 0.88, -2.97)
C (0.23, 0.14, -4.29)
C (1.19, 2.16, -3.11)
C (-2.24, -0.32, -2.41)
C (-3.34, -0.46, -3.23)
C (-4.08, -1.64, -3.23)
C (-3.72, -2.67, -2.38)
C (-2.60, -2.55, -1.56)
C (-1.85, -1.38, -1.58)
N (-0.73, -1.15, -0.76)
C (0.38, -1.92, -0.89)
C (0.47, -2.95, -1.87)
C (1.63, -3.64, -2.12)
C (2.81, -3.34, -1.43)
C (2.76, -2.36, -0.47)
C (1.58, -1.67, -0.16)
P (1.78, -0.49, 1.16)
C (2.49, -1.37, 2.64)
C (1.73, -2.70, 2.74)
C (3.99, -1.62, 2.76)
C (2.77, 0.93, 0.47)
C (2.01, 2.24, 0.66)
C (4.19, 1.04, 1.01)
H (-2.42, 4.69, -2.84)
H (-0.77, 4.13, -2.55)
H (-2.00, 3.95, -1.30)
H (-3.24, 2.33, -2.65)
H (-1.16, 2.93, -4.82)
H (-2.88, 3.27, -4.84)
H (-2.33, 1.60, -4.93)
H (0.89, 0.23, -2.27)
H (-0.30, 0.73, -5.04)
H (-0.31, -0.80, -4.16)
H (1.22, -0.09, -4.68)
H (0.78, 2.84, -3.86)
H (2.21, 1.90, -3.43)
H (1.27, 2.70, -2.16)
H (-3.65, 0.35, -3.89)
H (-4.94, -1.74, -3.88)
H (-4.32, -3.57, -2.34)
H (-2.33, -3.34, -0.87)
H (-0.41, -3.18, -2.45)
H (1.64, -4.40, -2.89)
H (3.73, -3.86, -1.64)
H (3.67, -2.09, 0.06)
H (2.18, -0.73, 3.47)
H (2.19, -3.45, 2.09)
H (0.68, -2.61, 2.46)
H (1.78, -3.08, 3.77)
H (4.41, -2.08, 1.87)
H (4.15, -2.32, 3.59)
H (4.55, -0.71, 2.99)
H (2.81, 0.70, -0.60)
H (1.85, 2.46, 1.72)
H (1.03, 2.19, 0.18)
H (2.57, 3.06, 0.22)
H (4.18, 1.31, 2.07)
H (4.70, 1.85, 0.48)
H (4.77, 0.14, 0.87)
I (-1.89, 2.83, 1.41)
C (-4.18, 1.67, 1.08)
I (-3.83, -0.32, 1.13)
H (-4.36, 2.12, 0.11)
H (-4.56, 2.13, 1.97)
C (0.21, 0.06, 1.77)
C (-0.15, 0.07, 2.96)
C (-0.58, 0.06, 4.30)
C (-1.17, -1.09, 4.84)
C (-1.50, -1.13, 6.18)
C (-1.25, -0.04, 6.99)
C (-0.69, 1.12, 6.46)
C (-0.36, 1.18, 5.12)
H (-1.36, -1.94, 4.19)
H (-1.94, -2.03, 6.59)
H (-1.50, -0.07, 8.05)
H (-0.52, 1.98, 7.09)
H (0.08, 2.07, 4.70)

Computed properties:
- Multiplicity: 1
- Lowest unoccupied orbital energy: -3.82 eV
- Highest occupied orbital energy: -0.3426 Eh
- Net charge: +1
- DFT total energy: -74188.7630 eV

Mulliken population analysis, charges in e, atoms 1 to 8:
1 Rh -0.7700
2 C -1.1418
3 C 0.5924
4 C -1.8114
5 P 2.6643
6 C 1.8931
7 C -1.5390
8 C -1.5722

---

(3)
Computed, not measured: C33H43N3O2Ru as an isolated structure, with ωB97M-V with the def2-TZVPD basis set.

Atoms and positions in Å:
Ru (0.18, 1.01, 0.57)
N (0.61, 1.02, 2.85)
C (0.96, 2.40, 3.25)
C (1.33, 3.25, 2.01)
O (1.48, 4.43, 2.11)
O (1.43, 2.51, 0.93)
H (-0.14, 0.66, 3.43)
H (1.42, 0.40, 2.95)
H (1.82, 2.44, 3.92)
H (0.12, 2.89, 3.73)
C (1.00, 2.99, -2.18)
C (0.87, 1.46, -2.26)
C (0.20, 1.04, -3.56)
C (2.23, 0.81, -2.06)
C (3.19, 0.99, -3.06)
C (4.44, 0.42, -2.94)
C (4.79, -0.25, -1.78)
C (3.90, -0.42, -0.73)
C (4.50, -0.91, 0.59)
C (3.78, -0.47, 1.87)
C (4.82, -2.41, 0.59)
C (2.58, 0.02, -0.95)
N (1.52, -0.38, -0.09)
C (1.42, -1.58, 0.34)
C (0.34, -2.04, 1.20)
C (0.55, -3.16, 2.01)
C (-0.46, -3.64, 2.83)
C (-1.74, -3.09, 2.77)
C (-2.00, -2.05, 1.90)
C (-0.97, -1.47, 1.15)
N (-1.19, -0.33, 0.40)
C (-2.45, -0.06, -0.12)
C (-3.16, -1.05, -0.86)
C (-4.47, -0.77, -1.21)
C (-5.05, 0.44, -0.89)
C (-4.32, 1.44, -0.26)
C (-3.01, 1.23, 0.10)
C (-2.25, 2.31, 0.84)
C (-2.64, 2.33, 2.32)
C (-2.37, 3.68, 0.19)
C (-2.48, -2.30, -1.40)
C (-3.14, -3.59, -0.90)
C (-2.50, -2.26, -2.94)
H (0.03, 3.46, -2.32)
H (1.65, 3.34, -2.98)
H (1.42, 3.32, -1.23)
H (0.16, 1.13, -1.44)
H (0.72, 1.49, -4.40)
H (-0.84, 1.38, -3.59)
H (0.22, -0.05, -3.69)
H (2.94, 1.57, -3.93)
H (5.17, 0.55, -3.73)
H (5.81, -0.62, -1.66)
H (5.46, -0.40, 0.61)
H (2.98, -1.16, 2.17)
H (3.38, 0.54, 1.76)
H (4.50, -0.46, 2.69)
H (3.95, -3.02, 0.86)
H (5.60, -2.63, 1.31)
H (5.17, -2.74, -0.39)
H (2.15, -2.32, 0.03)
H (1.53, -3.62, 2.01)
H (-0.25, -4.46, 3.50)
H (-2.52, -3.48, 3.40)
H (-3.00, -1.63, 1.84)
H (-5.04, -1.51, -1.76)
H (-6.09, 0.62, -1.15)
H (-4.79, 2.39, -0.05)
H (-1.15, 2.09, 0.79)
H (-3.71, 2.54, 2.40)
H (-2.10, 3.12, 2.85)
H (-2.45, 1.37, 2.79)
H (-3.38, 4.08, 0.31)
H (-2.15, 3.64, -0.88)
H (-1.68, 4.39, 0.66)
H (-1.43, -2.30, -1.10)
H (-4.18, -3.64, -1.21)
H (-3.11, -3.66, 0.19)
H (-2.62, -4.45, -1.31)
H (-3.52, -2.34, -3.32)
H (-1.93, -3.10, -3.34)
H (-2.07, -1.33, -3.32)

Computed properties:
- Multiplicity: 1
- Lowest unoccupied orbital energy (spin up / spin down): -9.00 / -9.00 eV
- Highest occupied orbital energy (spin up / spin down): -0.5288 / -0.5288 Eh
- Net charge: +2
- DFT total energy: -46051.1063 eV

Mulliken population analysis, charges in e, atoms 1 to 8:
1 Ru -1.2253
2 N -0.2566
3 C -0.6241
4 C 0.5370
5 O -0.5952
6 O -0.3409
7 H 0.3068
8 H 0.1586